Entry 1:
The following is a quantum chemistry calculation of a molecular structure, C28H52CeOP2, from OMol25.

Geometry (Å):
1 Ce 0.064 -0.334 2.103
2 C -0.505 -2.802 2.902
3 C 0.846 -2.875 2.439
4 C 0.793 -1.409 4.248
5 C -0.550 -1.883 4.010
6 C 1.648 -2.025 3.274
7 C -1.681 -3.436 2.235
8 H -1.398 -3.816 1.248
9 H -2.507 -2.722 2.087
10 H -2.087 -4.282 2.821
11 C -1.793 -1.304 4.590
12 H -2.672 -1.579 3.995
13 H -1.737 -0.201 4.620
14 H -1.958 -1.651 5.625
15 C 1.204 -0.306 5.165
16 H 1.261 -0.664 6.206
17 H 0.505 0.548 5.136
18 H 2.190 0.087 4.884
19 C 3.108 -1.771 3.094
20 H 3.697 -2.334 3.840
21 H 3.371 -0.707 3.200
22 H 3.439 -2.084 2.096
23 C 1.358 -3.672 1.292
24 H 1.806 -4.621 1.635
25 H 2.130 -3.116 0.747
26 H 0.563 -3.900 0.579
27 C -1.915 0.364 -5.285
28 C -1.817 -0.965 -5.342
29 C -0.850 -1.770 -6.164
30 C 0.460 -1.056 -6.575
31 C 1.271 -0.513 -5.432
32 C 1.155 0.682 -4.829
33 C 0.216 1.793 -5.188
34 C -1.054 1.388 -5.973
35 H -1.344 -2.117 -7.089
36 H 0.236 -0.300 -7.337
37 H -0.591 -2.687 -5.610
38 H -0.768 1.091 -6.990
39 H -2.756 0.800 -4.723
40 H -2.585 -1.568 -4.839
41 H -1.660 2.302 -6.085
42 H -0.088 2.312 -4.264
43 H 1.884 0.936 -4.052
44 H 0.753 2.550 -5.786
45 H 1.085 -1.814 -7.077
46 H 2.081 -1.177 -5.107
47 P -0.951 -0.540 -0.645
48 P 2.021 0.855 0.426
49 C -0.020 0.723 -1.654
50 C 0.943 1.658 -0.862
51 H -0.778 1.349 -2.157
52 H 0.538 0.191 -2.442
53 H 1.639 2.169 -1.547
54 H 0.352 2.427 -0.328
55 C 2.786 2.173 1.438
56 H 3.439 1.710 2.196
57 H 2.031 2.743 2.005
58 H 3.392 2.867 0.830
59 C 3.380 0.046 -0.459
60 H 3.830 0.717 -1.213
61 H 2.965 -0.860 -0.933
62 H 4.122 -0.266 0.297
63 C -2.700 -0.010 -0.575
64 H -3.239 -0.667 0.125
65 H -3.226 -0.052 -1.541
66 H -2.796 1.004 -0.160
67 C -1.036 -2.094 -1.608
68 H -0.046 -2.574 -1.569
69 H -1.348 -1.956 -2.660
70 H -1.748 -2.753 -1.083
71 C -1.490 2.878 4.552
72 C -1.087 2.798 3.075
73 C -2.319 2.666 2.173
74 C -0.275 4.048 2.699
75 O -0.325 1.607 2.841
76 H -2.124 3.753 4.738
77 H -0.607 2.980 5.203
78 H -2.071 1.996 4.870
79 H -3.030 3.486 2.362
80 H -1.995 2.678 1.116
81 H -2.815 1.696 2.363
82 H 0.586 4.195 3.370
83 H 0.086 4.011 1.658
84 H -0.886 4.959 2.772

Computed properties:
2S+1: 2
charge: +1
LUMO (spin up / spin down): -2.454 / -2.404 eV



Entry 2:
The following is a quantum chemistry calculation of C5H10O in the gas phase, from OMol25.

Geometry (Å):
1 O -1.722 0.209 0.915
2 C -1.081 0.252 -0.355
3 C -0.305 -1.041 -0.615
4 C 0.937 -0.917 0.289
5 C 1.167 0.603 0.487
6 C 0.016 1.303 -0.258
7 H -2.106 -0.669 1.021
8 H -1.807 0.486 -1.148
9 H -0.907 -1.932 -0.393
10 H -0.009 -1.093 -1.671
11 H 1.810 -1.415 -0.143
12 H 0.746 -1.390 1.256
13 H 1.148 0.855 1.551
14 H 2.139 0.930 0.106
15 H -0.341 2.203 0.250
16 H 0.327 1.592 -1.268

Computed properties:
SMILES string: OC1CCCC1
LUMO: 0.980 eV



Entry 3:
The following is a quantum chemistry calculation of a molecular structure, C27H49Ba2N6O, from OMol25.

Geometry (Å):
1 Ba -4.035 -18.662 21.843
2 Ba -2.226 -23.350 18.467
3 C -0.058 -17.836 16.565
4 C -1.472 -18.390 16.562
5 C -1.668 -19.230 15.343
6 O -1.857 -19.070 17.751
7 H 0.017 -17.186 17.437
8 H 0.238 -17.480 15.578
9 H 0.736 -18.583 16.536
10 H -2.240 -17.622 16.466
11 H -2.751 -19.334 15.285
12 H -1.251 -20.226 15.495
13 H -1.365 -18.724 14.426
14 C -3.182 -16.160 10.043
15 C -4.666 -16.505 9.807
16 C -4.913 -16.938 8.400
17 C -3.945 -17.944 7.912
18 N -3.192 -18.729 7.554
19 H -3.069 -15.614 10.979
20 H -2.771 -15.468 9.308
21 H -2.491 -17.003 10.077
22 H -5.332 -15.714 10.151
23 H -4.909 -17.225 10.588
24 H -4.774 -16.148 7.662
25 H -5.933 -17.313 8.325
26 C 5.071 -18.329 21.133
27 C 3.943 -18.061 22.167
28 C 2.528 -18.625 21.756
29 C 1.438 -17.842 22.488
30 N 0.593 -17.200 22.964
31 H 5.161 -19.403 20.970
32 H 6.004 -17.804 21.336
33 H 4.615 -18.002 20.199
34 H 3.931 -16.978 22.285
35 H 4.257 -18.554 23.087
36 H 2.526 -19.713 21.825
37 H 2.460 -18.520 20.673
38 C 2.430 -19.291 11.048
39 C 1.999 -20.573 11.752
40 C 0.925 -21.410 10.981
41 C 1.543 -22.233 10.007
42 N 2.136 -22.974 9.293
43 H 1.594 -18.592 11.018
44 H 2.568 -19.393 9.971
45 H 3.300 -18.925 11.593
46 H 1.612 -20.261 12.722
47 H 2.885 -21.202 11.833
48 H 0.123 -20.797 10.569
49 H 0.498 -22.074 11.732
50 C -9.655 -17.946 15.258
51 C -9.048 -19.373 15.492
52 C -7.534 -19.511 15.846
53 C -7.346 -18.728 17.073
54 N -7.299 -18.102 18.081
55 H -9.467 -17.323 16.133
56 H -10.724 -17.936 15.043
57 H -9.089 -17.492 14.445
58 H -9.195 -19.902 14.551
59 H -9.656 -19.964 16.178
60 H -6.914 -19.178 15.014
61 H -7.273 -20.551 16.042
62 C 1.622 -10.820 10.749
63 C 1.955 -12.125 11.489
64 C 3.177 -12.016 12.353
65 C 3.449 -13.178 13.188
66 N 3.622 -13.998 13.938
67 H 1.536 -9.967 11.422
68 H 0.660 -10.889 10.242
69 H 2.402 -10.643 10.008
70 H 2.160 -12.819 10.674
71 H 1.153 -12.563 12.084
72 H 3.069 -11.160 13.019
73 H 4.079 -11.819 11.773
74 C -5.858 -13.073 17.688
75 C -4.689 -13.266 16.708
76 C -3.292 -13.253 17.381
77 C -3.288 -13.833 18.703
78 N -3.248 -14.250 19.768
79 H -6.066 -13.905 18.360
80 H -6.764 -12.872 17.115
81 H -5.739 -12.113 18.190
82 H -4.810 -12.506 15.936
83 H -4.936 -14.143 16.109
84 H -2.952 -12.238 17.590
85 H -2.495 -13.658 16.757

Computed properties:
charge: +3
LUMO: -11.222 eV



Entry 4:
The following is a quantum chemistry calculation of a molecular structure, C16H10BrErF5S, from OMol25.

Geometry (Å):
1 C 0.704 0.347 -2.179
2 C 1.450 1.504 -1.828
3 C 2.599 1.088 -1.062
4 H 1.129 2.524 -2.044
5 C 2.470 -0.334 -0.882
6 C 1.308 -0.780 -1.598
7 H 1.005 -1.793 -1.790
8 H -0.129 0.301 -2.877
9 H 3.172 1.744 -0.349
10 H 3.071 -1.000 -0.289
11 Er 1.226 1.224 0.830
12 Br -0.442 3.314 0.791
13 C -2.504 -1.069 1.330
14 C -1.942 -2.055 0.426
15 C -2.072 -1.533 -0.921
16 H -1.302 -2.895 0.737
17 C -2.690 -0.243 -0.846
18 C -2.960 0.054 0.541
19 H -3.256 1.041 0.932
20 H -2.389 -1.068 2.435
21 H -1.576 -1.963 -1.794
22 H -2.730 0.472 -1.669
23 F 6.821 0.193 3.576
24 C 5.532 -0.019 3.233
25 C 5.019 -1.324 3.209
26 F 5.813 -2.383 3.522
27 C 3.675 -1.511 2.971
28 F 3.115 -2.739 2.952
29 C 2.818 -0.393 2.778
30 S 1.125 -0.750 2.812
31 C 3.393 0.890 2.753
32 F 2.513 2.000 2.483
33 C 4.727 1.124 3.015
34 F 5.214 2.381 3.130

Computed properties:
2S+1: 4
charge: -1
LUMO (spin up / spin down): 1.651 / 1.656 eV